--- w ---
A structure of composition C4H11N3S, computed with wB97M-V/def2-TZVPD.

Values from the calculation:
E_LUMO (eV): -0.01

```
! RIJCOSX wB97M-V def2-TZVPD def2/J DEFGRID3
* xyz 0 1
H -0.425 -2.959 -0.283
H 2.360 -0.569 1.076
S -2.929 -0.034 0.764
H 0.923 -1.443 1.550
H -0.948 1.677 0.634
N 0.265 -2.243 -0.173
H 1.190 -2.333 -0.605
C 0.009 1.420 0.239
N -1.563 -0.753 -0.808
H -0.932 1.710 -1.698
H 0.878 1.980 0.803
H -1.978 -1.655 -1.063
H 1.175 0.126 2.286
C -0.360 -0.991 -0.282
N 0.320 0.002 0.322
H -0.073 3.068 -1.066
H 0.791 1.521 -1.799
C 1.328 -0.470 1.291
C -0.032 1.946 -1.185
*
```



--- x ---
The molecule C4H11N3S, computed with wB97M-V/def2-TZVPD.

Values from the calculation:
E_LUMO (eV): 0.46

```
! RIJCOSX wB97M-V def2-TZVPD def2/J DEFGRID3
* xyz 0 1
H 1.542 -1.156 -0.805
H 2.009 -0.951 0.884
C 0.674 1.287 1.355
H -1.162 -1.377 0.329
C -0.168 -1.782 0.601
S 1.029 -0.420 -2.924
H 0.222 2.293 1.230
C 1.038 -0.936 0.163
H -2.184 1.649 -1.093
H -1.877 1.236 0.374
H -1.232 0.016 -2.582
H -0.144 -2.751 0.000
H 0.145 0.764 2.158
N -1.448 1.549 -0.410
C -0.315 0.735 -0.795
N -0.359 0.054 -2.044
H 1.759 1.291 1.745
N 0.592 0.466 0.106
H -0.121 -1.967 1.707
*
```



Name the most stable of them. x.



--- w ---
The molecule C6H7N3, computed with wB97M-V/def2-TZVPD.

Values from the calculation:
E_LUMO (eV): 0.86

```
! RIJCOSX wB97M-V def2-TZVPD def2/J DEFGRID3
* xyz 0 1
H 3.140 -0.894 -0.193
N -0.123 -1.010 -0.301
H -4.576 -0.416 0.344
H 1.468 2.742 0.148
C 1.405 0.175 0.635
C -3.452 -0.412 0.255
C -0.802 0.250 -0.156
N 1.316 -0.594 -0.596
C -2.255 -0.131 -0.005
H 2.131 -2.159 0.981
N -0.358 1.410 -0.053
H -0.305 -1.435 -1.226
H 0.625 0.097 1.402
C 1.190 1.553 -0.032
C 2.260 -1.073 0.364
H 1.607 1.249 -1.174
*
```



--- x ---
The molecule C6H7N3, computed with wB97M-V/def2-TZVPD.

Values from the calculation:
E_LUMO (eV): 0.85

```
! RIJCOSX wB97M-V def2-TZVPD def2/J DEFGRID3
* xyz 0 1
H -3.049 -2.041 -0.981
H -0.513 2.891 0.802
N 1.188 -1.020 1.407
H 3.115 -1.180 -1.700
C 0.531 0.081 1.510
C 2.099 -0.492 -1.623
N -0.831 1.828 0.908
H 0.349 0.689 2.451
H 1.494 -1.350 2.405
C -2.190 -1.399 -0.742
H -1.715 1.541 0.565
N 0.017 0.916 0.497
C -1.255 -0.611 -0.667
C -0.307 0.321 -0.715
H -0.653 1.175 -1.218
C 0.850 -0.199 -1.431
*
```



Name the most stable of them. x.



--- w ---
The ion C3H5N2O2S with charge -1, computed with wB97M-V/def2-TZVPD.

Values from the calculation:
E_LUMO (alpha / beta) (eV): 3.71 / 3.73

```
! RIJCOSX wB97M-V def2-TZVPD def2/J DEFGRID3
* xyz -1 1
C 0.118 1.156 1.012
N 1.002 1.043 0.158
H 0.679 -1.699 1.127
H 0.024 2.196 1.392
S -1.328 -0.170 0.804
H 2.150 -0.420 -0.682
O -3.422 -0.072 -0.757
H -0.342 -1.992 -0.273
C 0.129 -1.214 0.286
C 1.038 -0.276 -0.529
N -2.215 -0.471 -0.560
O 1.689 2.007 -0.387
H 0.477 -0.089 -1.592
*
```



--- x ---
The ion C3H5N2O2S with charge -1, computed with wB97M-V/def2-TZVPD.

Values from the calculation:
E_LUMO (alpha / beta) (eV): 3.59 / 3.59

```
! RIJCOSX wB97M-V def2-TZVPD def2/J DEFGRID3
* xyz -1 1
H -0.653 -1.484 1.947
N -1.496 0.271 0.683
C 0.253 0.158 -1.487
O -2.699 0.083 1.204
H 0.748 -0.816 -1.810
N 0.664 -0.450 0.852
H 0.687 0.698 -2.377
H 1.933 0.839 -0.277
H 0.173 1.559 0.247
O 1.675 -1.120 1.317
C 0.815 0.673 -0.103
S -1.528 0.299 -1.345
C -0.571 -0.710 1.150
*
```



Name the most stable of them. x.



--- w ---
The molecule C5H4N4O, computed with wB97M-V/def2-TZVPD.

Values from the calculation:
E_LUMO (eV): 0.22

```
! RIJCOSX wB97M-V def2-TZVPD def2/J DEFGRID3
* xyz 0 1
H 1.619 3.007 -0.087
H -1.739 -1.955 2.003
C 0.451 2.010 1.216
O -0.052 1.994 2.251
C -0.207 -0.730 -0.432
N 0.565 0.022 -1.248
N -0.586 -0.618 0.832
N -0.688 -1.904 -0.924
H -0.571 -2.293 -1.844
C 1.097 1.162 -1.039
H 1.711 1.491 -1.870
C -1.286 -1.737 1.059
C 1.058 2.094 0.057
N -1.372 -2.543 0.026
*
```



--- x ---
The molecule C5H4N4O, computed with wB97M-V/def2-TZVPD.

Values from the calculation:
E_LUMO (eV): 0.27

```
! RIJCOSX wB97M-V def2-TZVPD def2/J DEFGRID3
* xyz 0 1
N -1.880 -0.864 -0.113
N -1.316 1.273 -0.014
C -0.042 0.600 -0.168
C 1.390 1.095 -0.002
H 2.642 -1.931 0.083
H -3.320 0.861 0.679
O 1.504 2.309 -0.313
N 0.530 -1.693 -0.129
H 0.696 -2.694 -0.713
C -0.566 -0.714 -0.106
N 2.238 0.100 0.390
C -2.336 0.524 0.098
H -1.302 2.318 0.295
C 1.762 -1.184 0.013
*
```



Name the most stable of them. w.



--- w ---
The molecule C5H4N4O, computed with wB97M-V/def2-TZVPD.

Values from the calculation:
E_LUMO (eV): 0.12

```
! RIJCOSX wB97M-V def2-TZVPD def2/J DEFGRID3
* xyz 0 1
N 0.401 1.430 -0.023
H 0.070 2.416 0.367
H 2.344 2.018 -0.028
C 1.416 -1.111 -0.028
C -1.322 -1.604 -0.095
O 1.940 -2.166 0.186
C 1.730 1.132 -0.053
N -1.831 0.506 0.185
C -0.073 -0.891 -0.168
N -2.332 -0.769 0.100
H -2.395 1.291 -0.242
H -1.696 -2.681 -0.262
C -0.522 0.414 0.032
N 2.270 0.014 0.030
*
```



--- x ---
The molecule C5H4N4O, computed with wB97M-V/def2-TZVPD.

Values from the calculation:
E_LUMO (eV): -0.64

```
! RIJCOSX wB97M-V def2-TZVPD def2/J DEFGRID3
* xyz 0 1
H 0.112 1.562 2.329
N 1.900 1.459 1.114
C 0.207 -0.095 -1.602
H 1.111 0.084 2.590
O 0.634 0.178 -2.711
H -2.475 -1.760 -0.335
N -0.913 -0.890 -1.566
C 0.058 0.076 0.794
N -1.098 -0.678 0.807
C 0.774 0.811 1.868
C 0.706 0.418 -0.346
H -1.243 -1.281 -2.451
N 1.803 1.261 -0.160
C -1.577 -1.145 -0.332
*
```



Name the most stable of them. w.



--- w ---
A cluster of 4 separate species, C4H12O3 in total, computed with wB97M-V/def2-TZVPD.

Values from the calculation:
E_LUMO (eV): 0.69

```
! RIJCOSX wB97M-V def2-TZVPD def2/J DEFGRID3
* xyz 0 1
H -2.240 -5.995 1.284
H -1.663 -3.745 1.080
H -0.246 -3.907 0.646
O -1.140 -4.144 0.371
O -2.522 -3.488 3.395
H 2.500 5.567 -3.930
C 1.285 3.911 -1.173
H 1.849 2.334 0.257
O -2.647 -6.492 2.005
H 1.496 4.005 -3.780
C 2.048 3.182 -0.378
H -3.136 -3.908 2.782
H -1.901 -6.875 2.474
C 1.840 5.008 -2.004
H 3.099 3.196 -0.653
H -3.089 -3.122 4.087
C 1.906 4.898 -3.327
H 0.286 3.667 -1.553
H 2.276 5.907 -1.582
*
```



--- x ---
A cluster of 2 separate species, C4H12O3 in total, computed with wB97M-V/def2-TZVPD.

Values from the calculation:
E_LUMO (eV): 0.61

```
! RIJCOSX wB97M-V def2-TZVPD def2/J DEFGRID3
* xyz 0 1
O -0.384 0.970 1.008
H -0.757 -1.763 0.981
H 2.579 1.745 0.375
H -3.277 0.587 -1.041
H -1.521 -1.844 -0.976
H -2.005 0.379 0.043
H 0.765 -2.523 0.422
H -0.228 1.236 1.923
C 1.543 1.784 0.073
O -2.682 -0.052 -0.554
H 1.554 -0.546 -1.107
C 0.565 -0.498 -0.554
H 1.054 2.731 0.348
C 0.826 0.522 0.616
H -0.163 0.012 -1.243
O -0.894 -2.472 -0.798
C -0.046 -1.877 0.127
H 1.488 -0.011 1.416
H 1.582 1.619 -1.058
*
```



Name the most stable of them. x.